Entry 1:
Density functional theory data (ωB97M-V/def2-TZVPD) for C12H24ClFeO28S6 as an isolated structure.

Its expectation value of S² is 6.01. As for the net charge: +1. As for the gap between HOMO and LUMO (alpha / beta): 0.14691 / 0.14372 Eh. The value obtained for the energy above the lowest of the compared OMol25 structures with the same formula, charge and spin is 0.0 kJ/mol. As for the spin multiplicity: 5.

```
72
C12H24ClFeO28S6 (ωB97M-V/def2-TZVPD)
Fe 12.8301 -7.7831 23.1947
Cl 12.6303 -10.3412 24.3947
S 11.8618 -13.1084 31.0789
S 16.3473 -13.2477 28.0849
S 14.9297 -14.0938 19.0625
S 14.7332 -9.6527 20.5435
S 8.7928 -15.0912 24.9032
S 8.4391 -9.3885 28.3529
O 9.0421 -9.3084 26.8741
O 8.9737 -14.1448 25.9464
O 13.5314 -11.2356 23.7649
O 8.2588 -16.3638 25.1780
O 17.7622 -13.2882 28.0932
O 13.3417 -9.2192 25.0282
O 8.9432 -7.9097 28.7324
O 7.0399 -9.5048 28.2930
O 13.6052 -13.6862 18.7297
O 9.1850 -10.3655 29.0663
O 14.8699 -15.4033 19.9997
O 10.1906 -15.2326 24.1029
O 15.8362 -10.4852 20.7801
O 13.7112 -10.3765 19.5823
O 11.8129 -13.3292 29.4943
O 15.7205 -13.7942 26.7145
O 12.6768 -14.0757 31.7066
O 15.4749 -13.1715 20.2290
O 11.8434 -9.6468 23.3282
O 10.5418 -12.9299 31.5623
O 15.0938 -8.4921 19.5323
O 15.9055 -14.2430 18.0587
O 12.6478 -11.7222 31.0295
O 8.0295 -14.4158 23.6673
O 15.8817 -11.7220 27.8192
O 11.7696 -11.0960 25.2146
O 15.6333 -13.8178 29.1554
O 14.0152 -9.1438 21.6848
C 13.7195 -9.8513 18.2355
C 15.4774 -11.5241 26.4565
C 10.0364 -7.5097 27.9178
C 10.3376 -14.0232 23.3594
C 11.9670 -12.1116 28.7811
C 10.2773 -8.6269 26.8640
C 8.9194 -13.7348 22.8040
C 15.8934 -12.7905 25.7102
C 14.9865 -8.9973 18.2041
C 12.6822 -11.1346 29.7338
C 14.7579 -13.4542 21.4274
C 14.4073 -14.9482 21.2827
H 13.7896 -10.6667 17.5206
H 16.8970 -12.7773 25.2884
H 15.1773 -13.0732 24.9407
H 10.9917 -14.3208 22.5460
H 14.6716 -15.5679 22.1374
H 15.4246 -13.2369 22.2591
H 16.1025 -10.7169 26.0693
H 8.6846 -12.6818 22.6517
H 8.9161 -14.1222 21.7816
H 13.3289 -15.1358 21.2367
H 12.5305 -12.1569 27.8505
H 10.4695 -8.3598 25.8274
H 11.1467 -9.2626 27.0626
H 14.9561 -8.2421 17.4228
H 12.7958 -9.2949 18.0921
H 15.8497 -9.6088 17.9315
H 13.7260 -10.9741 29.4676
H 12.1371 -10.1939 29.8248
H 13.8823 -12.8174 21.5599
H 10.9256 -7.3788 28.5303
H 10.9591 -11.7591 28.5646
H 14.4302 -11.2381 26.4976
H 10.6278 -13.1779 23.9826
H 9.7790 -6.5928 27.3911
```

Charges computed using Mulliken, reported in e:
1. Fe 1.246
2. Cl 2.223
3. S 1.112
4. S 1.064
5. S 1.062
6. S 0.833
7. S 1.060
8. S 1.027
9. O -0.327
10. O -0.419
11. O -0.449
12. O -0.549
13. O -0.558
14. O -0.840
15. O -0.298
16. O -0.554
17. O -0.553
18. O -0.413
19. O -0.370
20. O -0.334
21. O -0.443
22. O -0.261
23. O -0.304
24. O -0.372
25. O -0.538
26. O -0.271
27. O -0.934
28. O -0.531
29. O -0.341
30. O -0.542
31. O -0.384
32. O -0.318
33. O -0.312
34. O -0.350
35. O -0.470
36. O -0.181
37. C -0.274
38. C 0.415
39. C -0.282
40. C 0.356
41. C 0.366
42. C 0.343
43. C -0.368
44. C 0.042
45. C -0.430
46. C -0.110
47. C 0.050
48. C -0.322
49. H 0.297
50. H 0.330
51. H 0.006
52. H 0.136
53. H 0.398
54. H 0.317
55. H 0.290
56. H 0.292
57. H 0.313
58. H 0.214
59. H -0.176
60. H 0.098
61. H -0.220
62. H 0.361
63. H 0.257
64. H 0.346
65. H 0.267
66. H 0.127
67. H 0.023
68. H 0.296
69. H 0.140
70. H -0.442
71. H -0.181
72. H 0.313


Entry 2:
Density functional theory data (ωB97M-V/def2-TZVPD) for C13H25Cl2INOP2Pm as an isolated structure.

Its expectation value of S² is 6.01. As for the net charge: +2. As for the gap between HOMO and LUMO (alpha / beta): 0.29649 / 0.32594 Eh. As for the spin multiplicity: 5.

```
46
C13H25Cl2INOP2Pm (ωB97M-V/def2-TZVPD)
Pm 0.1510 -0.0647 -0.2030
I 3.5855 0.3179 -1.1355
Cl 0.9876 1.1695 1.8260
Cl -5.7702 -1.6540 -0.3292
P 0.4740 -2.6350 1.2532
P -0.8018 2.5079 -1.3459
O 4.9725 -0.6256 -3.6837
N -2.2169 -0.2233 0.6506
C -0.3325 -4.2678 1.0120
C 6.6945 0.4752 -2.3547
C 2.2269 -3.1640 1.1059
C -4.7766 -0.2918 1.7716
C 5.3275 -0.0411 -2.7027
C 0.3604 -2.5904 3.0886
C -3.7194 0.3286 2.4385
C -4.5133 -0.8769 0.5292
C -3.2343 -0.8347 -0.0166
C -1.2345 3.8550 -0.1703
C 0.6157 3.3253 -2.1803
C -2.1032 2.8633 -2.5929
C -2.4573 0.3419 1.8479
H 0.8664 2.7899 -3.1053
H -3.8465 0.8037 3.4057
H -0.6857 -2.4762 3.4040
H 7.3721 0.2222 -3.1812
H 2.4069 -3.9940 1.8038
H 0.1087 -4.9987 1.7036
H 2.8948 -2.3277 1.3579
H -0.4550 3.9583 0.5957
H -1.9039 2.3072 -3.5177
H -1.4086 -4.1894 1.2193
H 0.7483 -3.5444 3.4821
H 7.0474 0.0101 -1.4280
H 0.3339 4.3585 -2.4276
H -1.5789 0.8074 2.3089
H -2.2005 3.6475 0.3101
H 1.4890 3.3383 -1.5123
H -1.3143 4.7968 -0.7379
H 0.9599 -1.7624 3.4886
H 2.4314 -3.5043 0.0823
H 6.6624 1.5616 -2.2187
H -2.9934 -1.2779 -0.9761
H -2.1107 3.9389 -2.8167
H -5.7875 -0.3420 2.1686
H -3.0884 2.5771 -2.1995
H -0.1837 -4.6156 -0.0181
```

Charges computed using Mulliken, reported in e:
1. Pm 0.869
2. I -0.059
3. Cl -0.359
4. Cl -0.148
5. P 0.632
6. P 0.637
7. O -0.305
8. N -0.100
9. C -1.176
10. C -0.852
11. C -1.136
12. C -0.268
13. C 0.453
14. C -1.167
15. C -0.873
16. C 0.115
17. C -0.437
18. C -1.169
19. C -1.138
20. C -1.179
21. C 0.009
22. H 0.382
23. H 0.488
24. H 0.364
25. H 0.324
26. H 0.363
27. H 0.375
28. H 0.342
29. H 0.356
30. H 0.380
31. H 0.364
32. H 0.424
33. H 0.318
34. H 0.363
35. H 0.514
36. H 0.363
37. H 0.343
38. H 0.425
39. H 0.356
40. H 0.381
41. H 0.317
42. H 0.525
43. H 0.375
44. H 0.471
45. H 0.364
46. H 0.378


Entry 3:
Density functional theory data (ωB97M-V/def2-TZVPD) for a 3-piece molecular cluster, C25H54BIO6S overall.

As for the gap between HOMO and LUMO: 0.34600 Eh. The value obtained for the energy above the lowest of the compared OMol25 structures with the same formula, charge and spin is 0.0 kJ/mol.

```
88
C25H54BIO6S (ωB97M-V/def2-TZVPD)
I 4.5231 0.2718 -1.0786
S 5.5967 3.4077 -1.2786
O 5.7526 4.8118 -1.2496
O 4.0024 3.0854 -1.2338
O 6.3711 2.7889 -0.2711
O 3.6787 3.6232 -5.4776
O -0.8965 -1.1070 -1.4817
O 5.8348 2.7613 -2.7279
C 10.1638 0.8883 -2.5135
C -2.5778 0.8137 1.7773
C -4.6277 -0.3975 0.7888
C -8.3657 -4.6853 6.7932
C -3.3168 -0.5069 1.5679
C 1.5930 0.4943 -2.2710
C 3.7208 2.0264 -2.1612
C -8.8428 -3.6683 7.8256
C -6.8636 -4.9576 6.8582
C -5.6617 0.5506 1.3945
C 4.7082 1.3046 -4.3518
C 7.0298 0.2603 -4.6872
C -6.2061 -3.0805 5.2177
C 3.9030 5.2064 -3.5342
C 8.4161 0.8206 -4.2776
C 4.5573 2.4481 -3.3585
C -2.1386 1.4705 0.4722
C -6.1276 0.1265 2.7835
C 6.0559 1.3697 -5.1196
C 2.2361 1.8566 -2.4872
C -5.9079 -3.9969 4.0347
C -0.4267 -0.8609 -2.8121
C 0.1709 0.5392 -2.8825
C -5.9747 -3.7460 6.5732
C 9.0025 0.0640 -3.0853
B 4.0469 3.7698 -4.1581
H 6.6651 -0.3009 -3.8295
H 2.1022 -0.2978 -2.8084
H 9.0804 0.7304 -5.1336
H -4.9284 -4.0610 6.6399
H 4.1879 4.2415 -6.0236
H -6.1110 -2.9995 7.3607
H 5.7992 1.2708 -6.1724
H -8.6480 -4.3513 5.7911
H -4.4180 -0.0834 -0.2375
H -6.0578 -3.4667 3.0924
H 1.4500 0.2540 -1.2238
H -6.5604 -4.8712 4.0253
H 0.2758 0.8113 -3.9329
H -0.3820 -1.8220 -1.0854
H -5.5588 -2.2020 5.1487
H 3.4225 5.1996 -2.5623
H -8.6112 -4.0043 8.8384
H -1.2678 -0.9647 -3.4965
H -6.5285 0.5864 0.7290
H -7.2320 -2.7090 5.1446
H 3.4457 5.9016 -4.2309
H -3.5088 -0.9631 2.5441
H -0.4826 1.2066 -2.3278
H -6.6202 -5.7628 6.1593
H -8.8942 -5.6277 6.9598
H -2.9920 1.7286 -0.1577
H -4.8724 -4.3427 4.0620
H 9.7984 1.7931 -2.0362
H 6.5126 2.3508 -5.0279
H 9.3877 -0.9045 -3.4010
H 3.8610 1.2712 -5.0262
H -6.6160 -5.3422 7.8527
H -1.5898 2.3928 0.6761
H 1.7078 2.5884 -1.8746
H 0.3186 -1.6195 -3.0505
H -3.1955 1.5103 2.3513
H -1.4848 0.8053 -0.0919
H -6.8860 0.8151 3.1596
H 8.2736 1.8483 -3.9505
H 2.0301 2.1342 -3.5206
H -8.3808 -2.6915 7.6753
H 10.8121 1.1713 -3.3421
H -9.9232 -3.5326 7.7580
H 8.2508 -0.0722 -2.3101
H 4.7037 0.3483 -3.8361
H -1.6916 0.6202 2.3879
H 10.7548 0.3133 -1.8068
H 4.9212 5.5719 -3.3731
H -5.3059 0.1201 3.5013
H -6.5670 -0.8732 2.7563
H -5.2671 1.5696 1.4344
H 7.1165 -0.4425 -5.5140
H -5.0674 -1.3973 0.7098
H -2.6582 -1.2018 1.0380
```

Charges computed using Mulliken, reported in e:
1. I 0.120
2. S 1.364
3. O -0.612
4. O -0.452
5. O -0.640
6. O -0.658
7. O -0.454
8. O -0.163
9. C -1.336
10. C -0.562
11. C -0.651
12. C -0.349
13. C -0.421
14. C -0.867
15. C -0.065
16. C -1.191
17. C -0.762
18. C -0.491
19. C -1.126
20. C -0.874
21. C -0.079
22. C -1.155
23. C -0.625
24. C 0.549
25. C -0.891
26. C -1.055
27. C -1.253
28. C -0.780
29. C -1.156
30. C -0.702
31. C -0.525
32. C -0.849
33. C -0.341
34. B 0.721
35. H 0.430
36. H 0.537
37. H 0.326
38. H 0.406
39. H 0.300
40. H 0.310
41. H 0.507
42. H 0.251
43. H 0.310
44. H 0.272
45. H 0.408
46. H 0.361
47. H 0.445
48. H 0.283
49. H 0.212
50. H 0.320
51. H 0.296
52. H 0.289
53. H 0.379
54. H 0.270
55. H 0.319
56. H 0.220
57. H 0.279
58. H 0.306
59. H 0.367
60. H 0.302
61. H 0.286
62. H 0.302
63. H 0.626
64. H 0.326
65. H 0.517
66. H 0.394
67. H 0.446
68. H 0.406
69. H 0.372
70. H 0.270
71. H -0.031
72. H 0.444
73. H 0.243
74. H 0.291
75. H 0.283
76. H 0.322
77. H 0.374
78. H 0.311
79. H 0.482
80. H 0.394
81. H 0.407
82. H 0.388
83. H 0.230
84. H 0.187
85. H 0.242
86. H 0.466
87. H 0.367
88. H 0.283


Entry 4:
Density functional theory data (ωB97M-V/def2-TZVPD) for a 7-piece molecular cluster, C19H52O17S7 overall.

As for the gap between HOMO and LUMO: 0.32087 Eh. The value obtained for the energy above the lowest of the compared OMol25 structures with the same formula, charge and spin is 105.3 kJ/mol.

```
95
C19H52O17S7 (ωB97M-V/def2-TZVPD)
S -15.4146 6.3516 21.6504
S -11.8895 0.7171 18.8298
S -17.4127 5.8351 17.1690
S -12.4933 4.9618 14.8605
S -9.6550 9.7039 17.8001
S -7.4452 4.8926 18.2074
S -14.9359 -0.2756 14.6434
O -14.2049 6.1185 20.8364
O -13.9762 -1.5032 14.7273
O -11.9249 1.3716 17.4832
O -16.8759 4.8316 18.0417
O -16.1478 6.3849 16.3589
O -15.3401 0.0623 15.9885
O -9.8218 8.9873 19.2416
O -18.1821 6.9347 17.6683
O -11.3263 5.5307 15.6228
O -8.2492 10.1374 17.7764
O -14.3652 0.8036 13.9011
O -11.9369 -0.7036 18.8382
O -8.1522 4.2665 19.2907
O -7.7851 6.4652 18.1802
O -10.7369 10.6018 17.6548
O -6.0070 4.7725 18.0823
O -13.0635 1.2891 19.6925
C -13.6024 4.2158 16.0832
C -16.3742 7.6502 20.9222
C -9.8128 8.3471 16.6284
C -14.5017 1.1874 19.1075
C -18.4076 5.0742 15.9545
C -6.8418 7.3863 18.9818
C -11.9208 -2.4788 15.6949
C -15.8564 7.7893 16.4352
C -7.0889 7.1707 20.4551
C -8.0425 4.5508 16.5996
C -15.2085 -0.0795 19.5696
C -14.4081 8.0598 16.2322
C -10.5139 1.2717 19.8269
C -16.2870 -0.8550 13.7809
C -11.1593 8.5869 19.6262
C -13.1858 -1.6695 15.9614
C -16.6455 5.0378 21.3020
C -11.2524 7.1282 20.0714
C -11.9514 3.5089 13.8781
H -6.6656 6.2087 20.5852
H -7.9341 3.4593 16.4576
H -11.3879 -2.5531 16.6046
H -15.9937 -1.0675 12.7710
H -11.0065 6.5147 19.2168
H -11.3562 9.2713 20.4161
H -16.7842 5.0186 20.2116
H -16.7911 0.1068 13.5898
H -13.0857 3.4341 16.7044
H -13.8189 5.0060 16.7320
H -13.8009 -2.2169 16.6957
H -12.8913 2.9245 13.6984
H -15.6325 8.5242 21.0092
H -8.1835 7.0586 20.6945
H -6.4575 7.8336 21.0352
H -11.8827 8.6736 18.8325
H -18.7785 5.7819 15.2642
H -17.2612 7.8363 21.5459
H -11.2272 -2.0037 14.9930
H -9.0734 4.8314 16.4362
H -7.3677 5.0565 15.8557
H -13.7588 7.8349 17.0232
H -14.2826 9.1362 16.0881
H -11.5150 3.8548 12.9354
H -11.3368 2.8844 14.5328
H -19.1901 4.6973 16.6379
H -9.6036 1.0033 19.2221
H -16.2765 4.0821 21.7316
H -10.6148 7.6720 16.8246
H -7.0715 8.3977 18.6088
H -16.2385 8.2553 17.3458
H -10.4648 6.8852 20.8258
H -13.0029 -0.6172 16.2760
H -12.1726 -3.4414 15.3213
H -16.4283 8.3060 15.6362
H -10.5833 0.7163 20.7898
H -5.8475 6.9922 18.7424
H -16.7952 -1.7119 14.2699
H -16.2989 0.0276 19.2348
H -17.7724 4.2313 15.4796
H -10.0140 8.8862 15.6831
H -15.2741 -0.1524 20.6255
H -14.4222 1.2714 18.0628
H -14.0161 7.5029 15.3443
H -15.0223 2.0896 19.5124
H -14.8141 -0.9697 19.1342
H -8.9499 7.7349 16.6209
H -12.2208 6.8559 20.4273
H -14.4726 3.7938 15.5972
H -17.5517 5.2719 21.8112
H -16.7111 7.5085 19.8730
H -10.5381 2.3325 19.9632
```

Charges computed using Mulliken, reported in e:
1. S 0.353
2. S 1.092
3. S 1.176
4. S 0.257
5. S 1.200
6. S 1.175
7. S 1.150
8. O -0.506
9. O -0.311
10. O -0.541
11. O -0.625
12. O -0.187
13. O -0.540
14. O -0.263
15. O -0.673
16. O -0.508
17. O -0.663
18. O -0.597
19. O -0.618
20. O -0.571
21. O -0.302
22. O -0.632
23. O -0.678
24. O -0.296
25. C -0.329
26. C -0.664
27. C -0.521
28. C 0.284
29. C -1.055
30. C -0.413
31. C -1.493
32. C -0.156
33. C -0.871
34. C -0.696
35. C -1.173
36. C -1.077
37. C -1.081
38. C -1.078
39. C -0.273
40. C 0.761
41. C -0.496
42. C -0.585
43. C -0.769
44. H 0.442
45. H 0.426
46. H 0.403
47. H 0.419
48. H 0.115
49. H 0.343
50. H -0.123
51. H 0.361
52. H -0.084
53. H 0.174
54. H 0.148
55. H 0.224
56. H 0.288
57. H 0.015
58. H 0.389
59. H 0.253
60. H 0.382
61. H 0.391
62. H 0.345
63. H 0.087
64. H 0.295
65. H 0.246
66. H 0.496
67. H 0.383
68. H 0.199
69. H 0.398
70. H 0.353
71. H 0.303
72. H 0.119
73. H 0.230
74. H 0.339
75. H 0.165
76. H -0.221
77. H 0.401
78. H 0.231
79. H 0.355
80. H 0.517
81. H 0.293
82. H 0.317
83. H 0.240
84. H 0.449
85. H 0.424
86. H 0.084
87. H 0.173
88. H 0.140
89. H 0.227
90. H 0.099
91. H 0.252
92. H 0.422
93. H 0.457
94. H 0.046
95. H 0.361


Entry 5:
Density functional theory data (ωB97M-V/def2-TZVPD) for an isolated ion of composition CH6N3S and charge +1.

As for the net charge: +1. As for the gap between HOMO and LUMO (alpha / beta): 0.25153 / 0.25150 Eh. The value obtained for the energy above the lowest of the compared OMol25 structures with the same formula, charge and spin is 268.0 kJ/mol.

```
11
CH6N3S (ωB97M-V/def2-TZVPD)
S -1.9481 -0.4009 0.0450
N -1.8544 1.1346 0.0063
N 1.7259 -0.3057 0.4226
N -0.4635 -0.9174 -0.2242
C 0.6141 0.0200 -0.4410
H 1.3444 -0.7666 1.2758
H 0.9023 -0.0884 -1.6321
H 2.3873 0.4672 0.5337
H 0.2094 1.1268 -0.1845
H -2.7119 1.5747 0.0943
H -0.2057 -1.8443 0.1040
```

Charges computed using Mulliken, reported in e:
1. S 0.548
2. N -0.387
3. N -0.533
4. N -0.158
5. C -0.262
6. H 0.216
7. H 0.263
8. H 0.259
9. H 0.409
10. H 0.305
11. H 0.341


Entry 6:
Density functional theory data (ωB97M-V/def2-TZVPD) for a single C4H11NOS2 molecule.

As for the gap between HOMO and LUMO (alpha / beta): 0.29292 / 0.29295 Eh. The value obtained for the energy above the lowest of the compared OMol25 structures with the same formula, charge and spin is 441.8 kJ/mol.

```
19
C4H11NOS2 (ωB97M-V/def2-TZVPD)
S -1.8872 -2.1736 1.0251
S 0.8685 -0.8837 0.6604
O -0.3011 -1.7625 0.0843
N -1.7053 -3.6338 1.4590
C 1.6355 1.7301 0.2215
C -0.7524 1.1297 0.3887
C 0.6692 0.4386 -1.6855
C 0.6141 0.6935 -0.2117
H 1.9263 1.5243 1.1909
H 1.1875 2.7048 0.1432
H -1.1311 1.9648 -0.3086
H -1.3590 0.2163 0.3836
H -0.2893 0.8031 -2.1774
H -1.0661 -3.8030 2.1799
H -2.4400 -2.4201 -0.1396
H 1.5609 1.0157 -2.1170
H -0.6279 1.3721 1.4280
H 2.4160 1.6568 -0.5078
H 0.6817 -0.5730 -2.0172
```

Charges computed using Mulliken, reported in e:
1. S 0.360
2. S 0.004
3. O -0.371
4. N -0.542
5. C -1.754
6. C -1.480
7. C -1.317
8. C 1.393
9. H 0.476
10. H 0.361
11. H 0.410
12. H 0.309
13. H 0.253
14. H 0.256
15. H 0.194
16. H 0.297
17. H 0.354
18. H 0.447
19. H 0.353


Number 1: maximum force 3.47 eV/A. Number 2: maximum force 4.47 eV/A. Number 3: maximum force 1.71 eV/A. Number 4: maximum force 3.58 eV/A. Number 5: maximum force 3.79 eV/A. Number 6: maximum force 3.13 eV/A.